Entry 1:
108
Properties=species:S:1:pos:R:3:lowdin_charge:R:1 method="wB97M-V/def2-TZVPD" homo_ev=-4.9995 charge=-1 multiplicity=1
C -1.38 3.56 3.56 -0.056
C -1.08 2.23 2.77 -0.239
C -2.12 1.23 2.54 -0.066
C -1.83 0.02 1.80 -0.047
C -0.50 -0.26 1.23 -0.130
C -0.36 -1.59 0.43 -0.326
C -0.91 -1.42 -1.06 -0.064
C 1.07 -2.27 0.50 -0.071
C 0.53 0.73 1.46 -0.284
O 1.82 0.55 0.99 -0.212
C 2.02 1.02 -0.39 -0.243
In 0.38 2.27 -1.30 0.601
O 0.90 4.31 -1.05 -0.153
B 0.56 5.03 -2.17 -0.944
O -0.75 4.85 -2.77 0.026
O 1.40 6.01 -2.77 0.086
C 0.24 1.95 2.24 0.030
H -2.00 3.27 4.44 0.073
H -0.39 3.93 3.92 0.056
H -1.89 4.32 2.90 0.090
H -3.16 1.36 2.93 0.093
H -2.63 -0.74 1.65 0.097
H -1.07 -2.32 0.91 0.104
H -0.49 -2.22 -1.71 0.082
H -2.02 -1.62 -0.99 0.074
H -0.79 -0.38 -1.45 0.024
H 1.05 -3.39 0.42 0.061
H 1.64 -1.92 -0.42 0.067
H 1.70 -1.94 1.37 0.080
H 2.22 0.09 -1.01 0.034
H 3.00 1.58 -0.38 0.048
H 0.43 1.97 -3.09 -0.059
H -1.28 1.90 -0.73 -0.044
H -0.61 4.50 -3.66 0.050
H 1.38 5.91 -3.74 0.051
H 1.07 2.68 2.43 0.114
O 0.58 7.61 5.90 0.109
C 1.26 7.15 5.03 -0.487
O 0.83 6.21 4.15 0.016
C 1.93 5.81 3.31 -0.157
C 2.92 6.95 3.36 -0.160
C 2.71 7.49 4.77 -0.086
H 2.34 4.87 3.70 0.127
H 1.56 5.63 2.29 0.134
H 3.94 6.64 3.15 0.117
H 2.64 7.71 2.63 0.122
H 3.33 6.97 5.50 0.129
H 2.88 8.56 4.81 0.123
O -0.93 -4.97 0.35 0.117
C -0.87 -5.68 1.32 -0.470
O -1.82 -5.72 2.29 -0.001
C -1.39 -6.58 3.35 -0.162
C -0.36 -7.50 2.72 -0.155
C 0.27 -6.61 1.67 -0.079
H -0.97 -5.97 4.15 0.129
H -2.25 -7.13 3.74 0.125
H 0.35 -7.90 3.45 0.117
H -0.86 -8.35 2.24 0.116
H 1.09 -6.02 2.07 0.114
H 0.59 -7.17 0.80 0.130
O -2.48 -2.79 6.69 0.118
C -3.07 -2.96 5.66 -0.479
O -2.92 -4.07 4.89 0.020
C -3.68 -3.92 3.68 -0.169
C -4.73 -2.89 4.00 -0.157
C -4.03 -2.00 5.01 -0.073
H -3.00 -3.60 2.88 0.120
H -4.11 -4.88 3.40 0.122
H -5.09 -2.35 3.12 0.117
H -5.59 -3.37 4.47 0.115
H -3.45 -1.21 4.52 0.125
H -4.72 -1.58 5.73 0.125
O 3.36 -5.90 1.39 0.107
C 4.22 -5.10 1.14 -0.475
O 4.40 -3.95 1.83 0.034
C 5.43 -3.17 1.21 -0.152
C 6.25 -4.16 0.41 -0.164
C 5.21 -5.19 0.01 -0.078
H 4.96 -2.41 0.57 0.133
H 6.02 -2.67 1.97 0.126
H 6.77 -3.71 -0.43 0.117
H 7.00 -4.63 1.06 0.117
H 4.71 -4.92 -0.93 0.136
H 5.64 -6.19 -0.06 0.124
O -0.74 -0.70 -4.90 0.121
C -1.90 -0.42 -5.02 -0.485
O -2.33 0.65 -5.74 0.005
C -3.76 0.78 -5.60 -0.162
C -4.24 -0.60 -5.20 -0.163
C -3.07 -1.13 -4.39 -0.074
H -3.96 1.53 -4.83 0.133
H -4.19 1.11 -6.54 0.121
H -5.18 -0.58 -4.65 0.115
H -4.39 -1.22 -6.09 0.115
H -3.13 -0.85 -3.34 0.128
H -2.97 -2.21 -4.49 0.128
O 1.55 5.70 -6.00 0.124
C 1.01 4.76 -6.53 -0.468
O -0.22 4.32 -6.19 0.032
C -0.52 3.12 -6.94 -0.152
C 0.38 3.18 -8.15 -0.160
C 1.60 3.90 -7.61 -0.075
H -0.32 2.26 -6.30 0.121
H -1.58 3.12 -7.21 0.123
H 0.60 2.19 -8.57 0.117
H -0.09 3.78 -8.93 0.116
H 2.32 3.20 -7.16 0.136
H 2.09 4.50 -8.37 0.123

Entry 2:
98
Properties=species:S:1:pos:R:3:lowdin_charge:R:1 method="wB97M-V/def2-TZVPD" homo_ev=-7.9624 smiles=C#CC[C@@H](CO[C@H](Cl)CCCOC)OCCCCCCCCC.c1cc[nH]c1.c1cc[nH]c1.c1cc[nH]c1.c1cc[nH]c1 relative_energy_kcal_mol=0.0 multiplicity=1
C 0.89 2.34 -0.39 0.114
C -0.02 1.89 0.26 -0.114
C -1.25 1.27 0.80 -0.106
C -2.32 1.11 -0.31 -0.297
C -2.82 -0.32 -0.56 -0.115
O -1.91 -1.32 -0.13 -0.165
C -1.47 -2.15 -1.15 -0.691
Cl -2.62 -3.55 -1.24 0.622
C -0.06 -2.71 -0.83 -0.188
C 0.79 -1.68 -0.07 -0.158
C 2.29 -2.03 -0.11 -0.218
O 2.94 -1.83 1.14 -0.200
C 2.89 -0.49 1.54 -0.113
O -3.48 1.91 -0.08 -0.121
C -3.24 3.28 -0.33 -0.208
C -3.81 3.73 -1.67 -0.161
C -2.91 3.31 -2.85 -0.197
C -1.62 4.18 -2.95 -0.180
C -0.39 3.32 -3.33 -0.212
C -0.20 3.21 -4.85 -0.190
C 1.26 2.94 -5.28 -0.206
C 2.03 2.04 -4.28 -0.249
C 3.07 2.83 -3.44 -0.100
H 1.82 2.65 -0.80 0.014
H -1.04 0.36 1.36 0.116
H -1.65 1.99 1.52 0.106
H -1.87 1.48 -1.24 0.109
H -3.76 -0.43 -0.01 0.140
H -3.07 -0.46 -1.61 0.129
H -1.44 -1.64 -2.11 0.068
H -0.13 -3.66 -0.30 0.104
H 0.43 -2.87 -1.80 0.083
H 0.45 -1.65 0.97 0.116
H 0.65 -0.70 -0.51 0.099
H 2.46 -3.06 -0.41 0.124
H 2.80 -1.41 -0.86 0.099
H 3.22 0.19 0.74 0.088
H 3.57 -0.32 2.38 0.085
H 1.90 -0.17 1.88 0.077
H -2.17 3.54 -0.31 0.112
H -3.71 3.86 0.47 0.126
H -3.83 4.83 -1.66 0.115
H -4.84 3.41 -1.82 0.114
H -3.49 3.47 -3.76 0.109
H -2.68 2.25 -2.81 0.092
H -1.44 4.70 -2.00 0.101
H -1.83 4.94 -3.70 0.104
H -0.62 2.31 -2.98 0.078
H 0.51 3.66 -2.81 0.089
H -0.55 4.11 -5.36 0.103
H -0.80 2.38 -5.23 0.111
H 1.81 3.85 -5.48 0.103
H 1.21 2.41 -6.24 0.100
H 2.58 1.29 -4.85 0.095
H 1.36 1.50 -3.62 0.074
H 2.84 3.90 -3.48 0.068
H 4.08 2.68 -3.81 0.067
H 3.03 2.50 -2.40 0.034
C -0.22 -2.43 -4.53 -0.088
C 0.35 -1.50 -3.62 -0.145
C 1.69 -1.79 -3.52 -0.145
N 1.95 -2.85 -4.34 0.024
C 0.79 -3.25 -4.96 -0.120
H -1.25 -2.49 -4.83 0.100
H -0.16 -0.71 -3.09 0.093
H 2.47 -1.33 -2.95 0.105
H 2.84 -3.28 -4.47 0.146
H 0.79 -4.08 -5.65 0.109
C -5.11 0.96 3.92 -0.102
C -4.05 1.62 3.24 -0.101
C -3.11 1.96 4.18 -0.145
N -3.57 1.53 5.40 -0.002
C -4.78 0.92 5.25 -0.142
H -6.00 0.55 3.48 0.091
H -3.98 1.82 2.18 0.070
H -2.17 2.47 4.09 0.101
H -3.08 1.65 6.27 0.141
H -5.30 0.51 6.10 0.105
C 0.37 -5.76 3.68 -0.111
C 0.94 -6.61 2.69 -0.115
C 1.87 -5.87 2.01 -0.146
N 1.88 -4.61 2.55 0.017
C 0.97 -4.54 3.56 -0.148
H -0.40 -6.02 4.39 0.088
H 0.69 -7.64 2.50 0.087
H 2.53 -6.13 1.20 0.102
H 2.47 -3.86 2.24 0.117
H 0.83 -3.63 4.12 0.097
C 3.20 -1.77 5.48 -0.108
C 4.31 -1.80 6.37 -0.105
C 4.40 -0.57 6.95 -0.142
N 3.40 0.21 6.45 0.000
C 2.66 -0.52 5.55 -0.147
H 2.85 -2.57 4.86 0.072
H 4.96 -2.64 6.55 0.091
H 5.09 -0.18 7.68 0.104
H 3.23 1.16 6.70 0.141
H 1.81 -0.08 5.05 0.103

Entry 3:
97
Properties=species:S:1:pos:R:3:lowdin_charge:R:1 method="wB97M-V/def2-TZVPD" homo_ev="-9.0271 / -8.8838" relative_energy_kcal_mol=36.0 charge=+1 multiplicity=5
C 0.29 2.58 -1.73 -0.353
C 0.04 0.56 -2.91 -0.355
C 0.45 3.23 -2.94 -0.056
C 0.62 1.13 -4.07 -0.040
C 0.66 2.51 -4.12 -0.049
H 0.49 4.30 -2.93 0.112
H 0.73 0.47 -4.95 0.129
H 0.80 3.01 -5.07 0.113
N 0.08 1.25 -1.68 -0.017
P 0.59 2.43 1.04 1.108
P -1.20 -1.47 -1.49 1.143
C 0.30 3.41 -0.47 -0.265
H 1.05 4.21 -0.53 0.093
H -0.63 3.99 -0.36 0.100
C -0.49 -0.78 -3.05 -0.299
H 0.23 -1.49 -3.45 0.043
C -0.75 -3.38 -1.09 -0.619
C -2.80 -1.34 -2.50 -0.667
C 2.49 2.48 1.22 -0.644
C -0.27 3.40 2.43 -0.654
C -0.10 -3.54 0.29 -0.100
H -0.73 -3.17 1.11 0.056
H 0.07 -4.62 0.48 0.099
H 0.87 -3.03 0.34 0.051
C -2.01 -4.25 -1.10 -0.094
H -2.72 -3.96 -0.31 0.082
H -2.52 -4.27 -2.07 0.064
H -1.72 -5.29 -0.88 0.096
C 0.25 -3.87 -2.13 -0.091
H 0.48 -4.92 -1.92 0.098
H -0.13 -3.83 -3.16 0.078
H 1.20 -3.31 -2.07 0.060
C -4.01 -1.75 -1.68 -0.097
H -4.07 -1.17 -0.75 0.066
H -4.88 -1.52 -2.29 0.093
H -4.02 -2.81 -1.44 0.055
C -2.99 0.14 -2.90 -0.085
H -2.98 0.79 -2.01 0.071
H -2.21 0.49 -3.58 0.069
H -3.91 0.26 -3.47 0.098
C -2.58 -2.23 -3.75 -0.086
H -1.52 -2.42 -3.99 0.048
H -3.06 -3.22 -3.68 0.078
H -2.95 -1.69 -4.62 0.094
C 0.05 2.70 3.77 -0.083
H -0.52 3.20 4.57 0.102
H -0.25 1.65 3.75 0.072
H 1.11 2.78 4.03 0.065
C -1.78 3.34 2.19 -0.090
H -2.06 3.74 1.21 0.083
H -2.17 2.32 2.28 0.043
H -2.28 3.96 2.95 0.103
C 0.13 4.88 2.50 -0.079
H -0.58 5.40 3.15 0.095
H 1.13 5.04 2.94 0.063
H 0.09 5.37 1.52 0.083
C 3.16 2.15 -0.13 -0.070
H 4.25 2.27 -0.01 0.103
H 2.99 1.13 -0.44 0.033
H 2.83 2.81 -0.94 0.088
C 2.88 1.44 2.27 -0.093
H 2.57 0.43 1.98 0.035
H 3.98 1.43 2.37 0.101
H 2.44 1.63 3.25 0.065
C 3.03 3.86 1.64 -0.082
H 2.67 4.66 0.99 0.085
H 2.81 4.10 2.69 0.074
H 4.12 3.82 1.54 0.095
Cr -0.31 0.38 0.09 0.349
C -2.09 0.59 0.50 -0.213
O -3.26 0.66 0.76 0.085
N 1.44 -0.66 0.46 0.106
C 2.52 -0.82 -0.15 -0.047
C 3.24 -1.66 -1.05 -0.200
C 4.23 -2.42 -0.36 -0.036
C 3.34 -1.67 -2.48 -0.002
C 5.38 -2.87 -0.98 -0.070
H 4.23 -2.56 0.75 0.140
C 4.49 -2.22 -3.10 -0.061
H 2.59 -1.29 -3.16 0.100
C 5.54 -2.78 -2.37 -0.053
H 6.19 -3.26 -0.34 0.121
H 4.61 -2.20 -4.20 0.123
H 6.46 -3.15 -2.87 0.128
C -3.03 -2.24 3.93 -0.140
C -3.37 -1.13 4.95 -0.142
C -2.75 0.14 4.35 -0.190
O -1.84 -0.22 3.29 -0.203
C -1.93 -1.64 3.06 -0.203
H -2.70 -3.16 4.42 0.113
H -3.91 -2.47 3.31 0.112
H -2.90 -1.35 5.91 0.112
H -4.45 -1.02 5.10 0.113
H -3.52 0.80 3.92 0.119
H -2.19 0.73 5.10 0.117
H -0.94 -2.08 3.29 0.122
H -2.12 -1.79 1.99 0.085

Entry 4:
99
Properties=species:S:1:pos:R:3:lowdin_charge:R:1 method="wB97M-V/def2-TZVPD" homo_ev="-15.4969 / -15.4963" charge=+3 multiplicity=1
Tc -0.07 -0.01 -0.10 1.217
C -1.53 -4.63 1.46 -0.245
Se -0.21 -3.20 1.26 1.261
C 1.32 -4.43 0.90 -0.403
C 2.63 -3.86 1.40 -0.514
Se 3.09 -2.11 0.64 0.937
C 4.64 -1.82 1.80 -0.364
H -1.27 -5.50 0.86 0.052
H -2.52 -4.26 1.20 0.058
H -1.51 -4.89 2.52 0.058
H 1.32 -4.71 -0.15 0.080
H 1.06 -5.30 1.50 0.094
H 3.43 -4.56 1.14 0.095
H 2.60 -3.73 2.48 0.078
H 5.37 -2.60 1.62 0.040
H 4.33 -1.84 2.85 0.028
H 5.07 -0.86 1.54 0.026
C 3.62 -1.08 -3.03 -0.165
Si 1.73 -1.09 -2.86 0.508
C 1.39 -2.90 -2.44 -0.161
C 0.69 -0.53 -4.32 -0.141
N 1.32 0.10 -1.51 -0.181
C 1.75 1.40 -1.82 -0.288
C 2.48 1.80 -2.95 -0.038
C 2.91 3.10 -3.14 -0.027
C 2.61 4.10 -2.22 -0.033
C 1.85 3.77 -1.12 -0.020
C 1.45 2.47 -0.97 -0.213
F 0.63 2.14 0.11 -0.104
H 3.90 -1.08 -4.09 0.056
H 4.03 -2.00 -2.60 0.022
H 4.13 -0.24 -2.56 0.035
H 2.24 -3.48 -2.78 0.056
H 0.51 -3.29 -2.95 0.041
H 1.27 -3.05 -1.37 -0.046
H 1.26 -0.59 -5.24 0.053
H 0.34 0.50 -4.21 0.040
H -0.19 -1.17 -4.43 0.024
H 2.73 1.09 -3.72 0.085
H 3.49 3.34 -4.02 0.129
H 2.94 5.12 -2.38 0.126
H 1.56 4.52 -0.40 0.117
C -5.14 1.26 -1.89 -0.076
C -4.99 1.19 -0.37 -0.248
C -3.81 0.35 0.10 -0.286
S -2.18 1.14 -0.07 0.844
O -1.88 1.47 -1.48 -0.450
C -2.42 2.66 0.90 -0.267
C -2.72 3.88 0.02 -0.249
C -1.49 4.53 -0.58 -0.084
H -6.04 1.81 -2.15 0.092
H -5.23 0.26 -2.31 0.079
H -4.28 1.75 -2.36 0.068
H -5.88 0.73 0.06 0.130
H -4.94 2.20 0.05 0.100
H -3.75 -0.59 -0.45 0.090
H -3.87 0.13 1.17 0.099
H -1.50 2.80 1.48 0.075
H -3.23 2.44 1.59 0.105
H -3.25 4.59 0.65 0.133
H -3.40 3.59 -0.78 0.105
H -0.79 4.84 0.20 0.073
H -1.78 5.43 -1.13 0.097
H -0.98 3.87 -1.28 0.059
C 1.25 3.37 2.77 0.018
N 2.40 2.49 3.11 -0.148
C 2.76 2.67 4.55 0.018
C 2.22 1.05 2.65 -0.076
C 0.91 0.38 3.01 -0.244
C 0.64 0.20 4.38 -0.032
C -0.58 -0.27 4.82 -0.034
C -1.53 -0.64 3.87 -0.055
C -1.20 -0.60 2.53 -0.233
C 0.02 -0.09 2.04 -0.249
H 1.43 4.37 3.16 0.121
H 0.36 2.97 3.24 0.110
H 1.12 3.42 1.70 0.069
H 3.21 2.83 2.58 0.187
H 1.87 2.55 5.16 0.103
H 3.13 3.68 4.69 0.119
H 3.52 1.96 4.85 0.116
H 3.06 0.50 3.09 0.128
H 2.34 1.04 1.57 0.105
H 1.40 0.43 5.11 0.113
H -0.79 -0.37 5.88 0.126
H -2.50 -1.00 4.18 0.123
H -1.94 -1.00 1.84 0.054
C -0.67 -1.89 -0.29 -0.331
C -1.53 -2.44 -1.29 -0.342
C -1.79 -3.82 -1.46 -0.057
C -2.60 -4.29 -2.46 -0.018
C -3.19 -3.39 -3.36 0.007
C -2.92 -2.03 -3.25 -0.032
C -2.10 -1.56 -2.24 -0.061
H -1.29 -4.53 -0.82 0.071
H -2.77 -5.35 -2.57 0.130
H -3.84 -3.75 -4.14 0.132
H -3.35 -1.34 -3.96 0.129
H -1.89 -0.50 -2.20 0.072

| no. | calculated total energy (eV) |
| --- | --- |
| 1 | -75801.3457 |
| 2 | -61808.1299 |
| 3 | -91252.3353 |
| 4 | -196509.0966 |